ORCA calculation (wB97M-V/def2-TZVPD) on 2 unconnected molecules or ions with the total composition C6H10OSi at a distorted geometry.

Cartesian coordinates (Å):
Si (-2.00, 0.61, -0.95)
O (-2.83, -0.39, -0.02)
C (1.96, 0.76, -1.09)
C (0.85, 0.04, -0.49)
C (2.74, -0.76, 0.54)
C (3.11, 0.10, -0.43)
C (-3.13, -0.37, 1.33)
C (1.24, -0.76, 0.49)
H (-2.24, 0.03, -2.29)
H (-2.11, 1.99, -0.86)
H (0.82, -1.54, 1.14)
H (-3.75, 0.51, 1.67)
H (-2.04, -0.44, 1.80)
H (3.36, -1.39, 1.20)
H (1.95, 0.77, -2.20)
H (1.63, 1.70, -0.76)
H (-3.61, -1.28, 1.73)
H (4.03, 0.40, -0.82)

## Properties
Total energy ... -16304.428 eV
Spin multiplicity ... 1
Energy relative to the best compared isomer or geometry (same formula, charge and spin) ... 112.4 kcal per mole
E_LUMO (alpha / beta) ... 0.01023 / 0.01022 Ha
Charge ... 0
HOMO energy (alpha / beta) ... -7.973 / -7.974 eV

Taken from the natural (NBO) analysis, the atomic charges in e are: Si 1.392; O -0.902; C -0.579; C -0.105; C -0.223; C -0.213; C -0.252; C -0.391; H -0.193; H -0.226; H 0.214; H 0.182; H 0.185; H 0.217; H 0.238; H 0.261; H 0.196; H 0.199


ORCA calculation (wB97M-V/def2-TZVPD) on a molecular structure, C6H10S at a distorted geometry.

Cartesian coordinates (Å):
S (-0.84, -0.58, -0.66)
C (-2.33, -1.03, -1.42)
C (0.59, 0.30, 1.44)
C (1.28, 1.21, -0.72)
C (0.43, -1.06, 0.84)
C (-0.69, 1.10, -0.72)
C (0.36, 1.43, 0.45)
H (1.59, 0.24, -1.17)
H (0.05, 0.58, 2.40)
H (1.69, 2.12, -1.17)
H (0.00, -1.44, -1.48)
H (-3.06, -0.26, -1.24)
H (1.62, 0.43, 1.62)
H (-2.60, -2.07, -1.14)
H (0.48, 2.33, 0.98)
H (1.33, -1.40, 0.42)
H (0.10, -1.92, 1.57)

## Properties
Total energy ... -17210.314 eV
Spin multiplicity ... 1
Energy relative to the best compared isomer or geometry (same formula, charge and spin) ... 214.7 kcal per mole
E_LUMO (alpha / beta) ... 0.00229 / 0.00228 Ha
Charge ... 0
HOMO energy (alpha / beta) ... -7.878 / -7.880 eV

Taken from the natural (NBO) analysis, the atomic charges in e are: S 0.981; C -0.832; C -0.454; C -0.391; C -0.538; C -0.518; C -0.273; H 0.205; H 0.216; H 0.220; H 0.043; H 0.224; H 0.222; H 0.206; H 0.233; H 0.213; H 0.242


ORCA calculation (wB97M-V/def2-TZVPD) on 2 unconnected molecules or ions with the total composition C6H10S at a distorted geometry.

Cartesian coordinates (Å):
S (1.01, -0.25, 1.77)
C (-1.34, 1.07, 1.10)
C (-0.17, 0.26, 0.45)
C (0.60, 1.04, -0.61)
C (1.04, -2.13, -0.92)
C (-0.67, -1.00, -0.23)
C (2.09, -2.73, -1.02)
H (0.04, -0.71, 2.51)
H (-1.33, 0.91, 2.17)
H (2.81, -3.39, -1.32)
H (1.54, 0.52, -0.70)
H (-1.09, 2.15, 0.97)
H (0.84, 2.04, -0.37)
H (-1.20, -1.55, 0.50)
H (-2.36, 0.87, 0.80)
H (-1.11, -1.02, -1.21)
H (0.24, 0.76, -1.62)

## Properties
Total energy ... -17214.102 eV
Spin multiplicity ... 1
Energy relative to the best compared isomer or geometry (same formula, charge and spin) ... 127.3 kcal per mole
E_LUMO ... 0.01027 Ha
Charge ... 0
HOMO energy ... -9.053 eV

Taken from the natural (NBO) analysis, the atomic charges in e are: S 0.023; C -0.621; C -0.204; C -0.638; C -0.090; C -0.181; C -0.372; H 0.096; H 0.221; H 0.220; H 0.236; H 0.229; H 0.222; H 0.197; H 0.220; H 0.216; H 0.225


ORCA calculation (wB97M-V/def2-TZVPD) on a single C6H10S molecule at a distorted geometry.

Cartesian coordinates (Å):
S (0.89, -0.91, 2.08)
C (0.03, -0.10, -0.32)
C (-0.10, 1.14, 0.69)
C (1.38, -0.87, 0.15)
C (-0.58, 0.06, 1.64)
C (0.04, 0.35, -1.86)
C (-1.03, -0.73, 0.33)
H (-0.96, 1.91, 0.56)
H (-1.08, -1.86, 0.38)
H (0.67, 1.28, -2.02)
H (0.32, -0.34, -2.61)
H (-1.31, 0.28, 2.54)
H (-2.00, -0.30, -0.10)
H (1.53, -1.84, -0.27)
H (2.43, -0.41, 0.10)
H (-1.05, 0.62, -2.05)
H (0.83, 1.72, 0.76)

## Properties
Total energy ... -17217.034 eV
Spin multiplicity ... 1
Energy relative to the best compared isomer or geometry (same formula, charge and spin) ... 59.7 kcal per mole
E_LUMO ... 0.03115 Ha
Charge ... 0
HOMO energy ... -8.281 eV
SMILES string ... C[C@]12CS[C@H](C1)C2

Taken from the natural (NBO) analysis, the atomic charges in e are: S 0.111; C -0.043; C -0.418; C -0.455; C -0.338; C -0.606; C -0.427; H 0.214; H 0.221; H 0.217; H 0.212; H 0.245; H 0.211; H 0.210; H 0.224; H 0.206; H 0.218


> What is the formula in the fourth record?

C6H10S


> Which value of charge does entry 4 give?

0


> Which of these has the highest energy relative to the best compared isomer or geometry (same formula, charge and spin)?

number 2